[1]
Density functional theory data (ωB97M-V/def2-TZVPD) for an isolated molecule of C3H3OP.

The geometry in ORCA input format:
```
! RIJCOSX wB97M-V def2-TZVPD def2/J DEFGRID3
* xyz 0 1
C -1.419 0.553 -1.672
C 0.555 -0.190 0.333
O -2.068 1.535 -1.594
H 1.936 0.358 2.153
P 1.803 -0.823 1.414
H 0.873 -1.355 2.320
C -0.227 0.148 -0.518
H -1.454 -0.226 -2.436
*
```

Summary:
Total energy (Ha): -532.58322
Structure (SMILES): O=CC#CP
Highest occupied orbital energy (Ha): -0.354
Kohn-Sham gap (eV): 9.82
Energy above the lowest of the compared OMol25 structures with the same formula, charge and spin (kcal per mole): 62.1



[2]
Density functional theory data (ωB97M-V/def2-TZVPD) for an isolated molecule of C3H7O4P.

The geometry in ORCA input format:
```
! RIJCOSX wB97M-V def2-TZVPD def2/J DEFGRID3
* xyz 0 1
H 1.856 -0.531 1.823
O 2.038 1.940 1.424
O -2.389 -2.387 -0.852
H 2.651 1.242 -0.402
C -1.226 -1.664 -0.814
O 2.471 -0.260 1.020
H -3.087 -1.920 -1.169
H -0.426 -2.182 -0.522
C 2.023 0.897 0.529
P 0.080 0.951 -0.380
C -1.249 -0.334 -1.021
H -0.529 0.840 0.792
O -2.316 0.397 -1.418
H -2.077 1.383 -1.387
H 2.181 1.627 2.375
*
```

Summary:
Total energy (Ha): -760.67927
Structure (SMILES): O/C=C(\O)PC(O)O
Highest occupied orbital energy (Ha): -0.293
Kohn-Sham gap (eV): 8.20
Energy above the lowest of the compared OMol25 structures with the same formula, charge and spin (kcal per mole): 100.1



[3]
Density functional theory data (ωB97M-V/def2-TZVPD) for a 2-piece molecular cluster, C3H7O3 overall.

The geometry in ORCA input format:
```
! RIJCOSX wB97M-V def2-TZVPD def2/J DEFGRID3
* xyz -1 1
O -1.317 1.304 0.676
H 0.552 1.087 -2.016
H -2.038 -1.636 1.899
C -1.850 -0.564 2.032
H -1.105 -0.465 2.803
C -1.320 0.055 0.712
O 1.443 1.096 -2.394
O -1.005 -0.749 -0.195
H -2.822 -0.138 2.281
H 2.576 0.575 -0.613
H 3.034 -0.122 -2.212
H 1.637 -0.678 -1.389
C 2.215 0.236 -1.583
*
```

Summary:
Total energy (Ha): -344.27335
Highest occupied orbital energy (Ha): -0.150
Kohn-Sham gap (eV): 8.12
Energy above the lowest of the compared OMol25 structures with the same formula, charge and spin (kcal per mole): 23.1



[4]
Density functional theory data (ωB97M-V/def2-TZVPD) for C17H15AsN3ORhS9 as an isolated structure.

The geometry in ORCA input format:
```
! RIJCOSX wB97M-V def2-TZVPD def2/J DEFGRID3
* xyz -2 5
S 1.952 0.001 -1.308
H 4.376 0.695 1.950
O 1.448 0.041 1.832
H -2.574 -0.040 -2.571
N -1.005 -1.067 -1.561
H 2.705 -0.801 4.022
S 0.328 0.457 -4.460
H 3.879 1.287 3.543
C -3.259 -3.594 -4.745
C -1.799 -0.609 2.826
S -1.166 1.769 1.675
H -4.089 -0.358 -4.001
C -5.092 -1.590 -5.388
S -1.360 -1.476 1.413
S -0.728 2.092 -1.445
As 0.983 1.380 -2.644
C -2.012 -0.942 -2.428
Rh -0.716 0.288 -0.031
H 2.449 1.708 1.112
C -4.229 -3.854 -5.674
C 2.266 1.191 2.057
S 2.198 3.003 -3.251
H 0.315 -2.683 -1.126
S -2.435 -1.447 4.230
C -0.515 -2.327 -1.711
H -1.095 -3.950 -3.089
C -5.180 -2.856 -6.037
C -4.122 -1.336 -4.461
N -2.185 -2.083 -3.140
C 3.230 -0.764 3.065
C -2.683 -0.053 5.239
C 3.574 0.681 2.690
N -6.976 -3.306 -7.816
H 4.102 -1.419 3.103
C -3.170 -2.331 -4.111
H -2.554 -4.379 -4.502
H 1.617 -1.966 2.122
H 2.821 -1.270 1.005
H -4.285 -4.831 -6.138
C 2.267 -1.111 1.939
C -1.227 -2.967 -2.682
H -5.814 -0.821 -5.633
S -2.184 1.428 4.476
C -6.162 -3.103 -7.009
C -1.695 0.738 2.940
S -3.317 -0.124 6.760
H 1.711 1.861 2.716
*
```

Summary:
Total energy (Ha): -6826.42914
Highest occupied orbital energy (spin up / spin down) (Ha): 0.006 / -0.106
Kohn-Sham gap (spin up / spin down) (eV): 3.60 / 5.00
Energy above the lowest of the compared OMol25 structures with the same formula, charge and spin (kcal per mole): 20.1



> The lowest energy above the lowest of the compared OMol25 structures with the same formula, charge and spin belongs to which entry?

C17H15AsN3ORhS9